2 unconnected molecules or ions with the total composition C8H19OS at a distorted geometry. Source: OMol25; level of theory: ωB97M-V/def2-TZVPD.

```
29
Properties=species:S:1:pos:R:3:forces:R:3:lowdin_charge:R:1
C -4.03802 -0.39084 -1.00492 0.358 -1.219 2.665 -0.257
C 3.19870 -1.40066 0.08540 -3.314 2.869 -2.118 -0.008
C 3.23004 0.70556 -1.35356 -2.149 2.778 1.018 -0.034
C -2.53101 1.76009 -0.19425 1.448 1.551 0.699 -0.294
C -1.95982 -0.70607 1.00545 1.196 0.300 -0.694 -0.135
C 1.39211 1.05932 1.72788 -1.859 -0.844 -0.416 0.080
C 2.98236 0.17410 0.06346 -0.697 -1.109 0.334 -0.353
C 1.58713 0.41522 0.58561 -0.090 1.282 -0.561 -0.345
O 0.50025 0.05714 -0.28410 2.426 0.065 -0.287 -0.122
S -2.31911 0.10475 -0.76284 0.417 -1.670 1.993 1.042
H -4.08139 -1.52823 -0.80762 -0.036 1.911 -0.350 0.103
H -4.34487 -0.17000 -1.99894 -0.431 0.414 -0.598 0.047
H 2.29407 -1.71850 -0.55253 1.762 -0.566 0.988 0.116
H 4.11072 -1.48023 -0.37218 2.116 -1.049 -1.518 0.043
H 3.26519 -1.81118 1.03156 -0.413 -0.814 1.925 0.059
H 2.19882 0.92623 -1.83974 2.036 -0.406 0.084 0.106
H 3.83157 1.66180 -1.39379 -0.903 -0.920 0.251 0.111
H 3.80195 -0.01790 -1.79765 1.025 -1.643 -2.001 0.038
H -3.43251 1.85460 0.41041 0.260 -0.025 0.179 0.066
H -2.52500 2.54160 -0.95606 -0.373 -0.569 -0.561 0.076
H -1.57817 2.03630 0.34556 -1.078 -0.595 -0.060 0.086
H -2.46095 -0.23685 1.87395 -0.056 0.045 -0.985 0.085
H -0.86177 -0.62084 1.05979 -0.655 0.696 0.076 0.017
H -2.01303 -1.79377 1.04894 -1.006 -0.006 -0.690 0.066
H 2.16309 1.50068 2.26980 1.490 0.204 0.700 0.052
H 0.43486 1.14896 2.21926 -0.377 0.162 -0.306 0.057
H 3.66883 0.63207 0.74560 0.305 0.269 0.508 0.127
H -4.49843 0.19570 -0.15094 -0.394 -1.038 -1.441 0.074
H 0.96559 -0.03546 -1.16498 -1.005 -0.073 1.166 0.098
```
Forces are in eV/Å.

Properties
frontier orbital gap: 8.90 eV
energy above the lowest of the compared OMol25 structures with the same formula, charge and spin: 0.0000 eV
2S+1: 1
charge: +1
E_LUMO: -0.11867 Eh